[1]
Computed, not measured: a molecular structure, C27H19HfN2O10S7 at a distorted geometry, with wB97M-V/def2-TZVPD.

```
66
C27H19HfN2O10S7 | the Open Molecules 2025 dataset | wB97M-V/def2-TZVPD
Hf 0.11388 0.96308 1.53968
O -5.83367 0.28056 3.26333
C -4.58524 0.42704 2.70757
C -3.85421 -0.63156 2.07199
C -2.50154 -0.42959 1.93502
N -1.87372 0.70974 2.27974
C -2.55605 1.77768 2.74440
C -3.92700 1.66748 2.94785
C -1.69857 2.94834 3.01867
O -2.07171 3.91874 3.70388
O -0.46044 2.80059 2.50796
C -1.59692 -1.48278 1.42364
O -1.88104 -2.68414 1.37314
O -0.41643 -0.97728 1.08744
H -6.02837 -0.64822 3.50442
H -4.26951 -1.62568 1.75171
H -4.32970 2.51719 3.48066
C -1.67273 3.54087 -5.49965
O -1.21130 4.10899 -4.20927
C -0.51759 3.16764 -3.46528
C 0.37099 2.29851 -4.11107
C 1.19173 1.56233 -3.29614
C 1.04294 1.41057 -1.90128
C 1.93202 0.64289 -1.06350
C 3.10891 0.05076 -1.72321
O 1.74380 0.43578 0.18220
C -0.09860 2.06986 -1.36936
O -0.58990 1.71373 -0.19493
C -0.63828 3.16044 -2.06700
H -2.51437 4.11465 -5.78074
H -1.94086 2.50897 -5.42774
H -0.89538 3.76574 -6.27795
H 0.50622 2.40649 -5.20837
H 1.99000 0.99062 -3.78032
H 3.81104 -0.50006 -1.13086
H 3.63361 0.89823 -2.17985
H 2.83448 -0.67671 -2.53726
H -1.43114 3.74260 -1.61359
C -0.59587 -3.71842 -1.36695
S -2.20888 -3.81320 -2.17853
C -1.79976 -3.17214 -3.73535
C -1.38879 -4.01973 -4.82804
S -1.33809 -5.62270 -4.89670
S -1.11819 -3.08024 -6.30570
C -1.50489 -1.47378 -5.69766
S -1.38471 -0.16672 -6.68596
S -2.05488 -1.46288 -4.00132
H -0.72147 -3.18084 -0.41711
H 0.21983 -3.31666 -2.01782
H -0.21206 -4.71814 -1.18531
O 2.27513 1.92880 2.29290
S 2.30393 1.25425 3.57259
O 2.43491 1.97603 4.79426
N 0.85553 0.34541 3.53023
C 1.09405 -0.96800 3.87343
S -0.07586 -2.14693 4.26696
C 2.50410 -1.26242 3.98764
C 3.14071 -2.51280 4.23162
C 4.51609 -2.58108 4.36101
C 5.24973 -1.38668 4.39998
C 4.71010 -0.14719 4.00866
C 3.32827 -0.18689 3.74055
H 2.38857 -3.35297 4.37482
H 4.98701 -3.56843 4.52601
H 6.25265 -1.41249 4.78798
H 5.25754 0.82272 3.88190
```

Values from the calculation:
Energy in Ha: -4737.80765
Gap between HOMO and LUMO in eV: 4.2
Net charge: -1
Relative energy (zero: lowest compared OMol25 entry of this formula, charge and spin) in kcal per mole: 29.8

Charges per atom according to Löwdin partitioning, unit e: 1.702 0.062 -0.209 0.106 -0.171 0.027 -0.141 0.105 -0.487 0.072 -0.168 -0.550 0.062 -0.159 0.132 0.159 0.134 -0.043 -0.084 -0.256 -0.022 -0.010 -0.100 -0.299 -0.002 -0.099 -0.284 -0.166 0.086 0.069 0.042 0.104 0.122 0.119 0.081 0.102 0.123 0.131 -0.395 0.753 -1.083 -1.323 0.458 0.832 -1.483 0.440 0.829 -0.014 0.056 0.021 -0.343 0.684 -0.240 -0.234 -0.779 0.721 -0.258 -0.017 -0.066 -0.071 -0.021 -0.221 0.110 0.118 0.098 0.137

***

[2]
Computed, not measured: a molecular structure, C5H8S at a distorted geometry, with wB97M-V/def2-TZVPD.

```
14
C5H8S | the Open Molecules 2025 dataset | wB97M-V/def2-TZVPD
C 1.96151 -0.70670 -0.69301
C 0.51089 -0.29433 -0.61906
C -0.17517 0.10764 0.36090
C -1.66950 0.15380 0.31348
C -2.16717 0.44801 1.58985
H 1.61314 1.33685 -2.07263
H 2.20179 -1.14013 0.37496
H 1.82668 -1.63983 -1.41535
H -0.18086 -0.51855 -1.56345
H 0.39834 0.55656 1.42863
H -2.40978 0.05514 -0.60305
H -3.39154 0.48845 1.69313
H -1.57326 0.53230 2.51563
S 3.05493 0.62078 -1.31003
```

Values from the calculation:
Energy in Ha: -593.31860
Gap between HOMO and LUMO in eV: 8.8
Relative energy (zero: lowest compared OMol25 entry of this formula, charge and spin) in kcal per mole: 106.4

Charges per atom according to Löwdin partitioning, unit e: -0.669 -0.353 -0.224 -0.179 -0.046 0.082 0.107 0.103 0.149 0.197 0.139 0.097 0.041 0.557

***

[3]
Computed, not measured: a molecular structure, C5H10N2O at a distorted geometry, with wB97M-V/def2-TZVPD.

```
18
C5H10N2O | the Open Molecules 2025 dataset | wB97M-V/def2-TZVPD
C 0.09555 -1.52831 -0.81088
C -0.71522 -0.73148 0.05651
C -1.19875 0.52778 -0.57782
C -0.14606 1.55355 -0.19312
C 0.17997 1.25120 1.21796
H 1.75436 -0.98064 0.06826
H 2.01742 -2.00541 -1.15136
H -1.54592 -1.66629 0.56925
H -1.73057 0.34347 -1.63470
H -1.95824 0.59245 -0.02524
H 0.73414 1.56088 -0.78397
H -0.52881 2.71218 -0.64190
H 1.34637 1.38089 1.21269
H -0.24327 1.69547 1.91895
H 0.56032 -0.78414 1.73059
N 1.58169 -1.51205 -0.54592
N 0.09069 -0.24757 1.30643
O -0.29366 -2.16197 -1.71573
```

Values from the calculation:
Energy in Ha: -381.03120
Gap between HOMO and LUMO in eV: 9.7
Relative energy (zero: lowest compared OMol25 entry of this formula, charge and spin) in kcal per mole: 159.5

Charges per atom according to Löwdin partitioning, unit e: -0.479 -0.236 -0.149 -0.178 -0.153 -0.081 0.017 0.238 0.189 0.026 0.077 0.191 0.151 0.024 -0.045 0.251 0.053 0.103

***

[4]
Computed, not measured: C3H4N2S2 in the gas phase at a distorted geometry, with wB97M-V/def2-TZVPD.

```
11
C3H4N2S2 | the Open Molecules 2025 dataset | wB97M-V/def2-TZVPD
C 1.01101 -0.14862 0.01301
C 0.22461 0.99237 0.68154
C -0.83320 1.54676 -0.14674
H -1.77558 -1.62843 -1.18502
H 0.90332 -1.99789 -0.53244
H 0.89234 1.81604 1.00227
H -0.28455 0.56168 1.57831
N 0.29461 -1.22184 -0.41153
N -1.77367 1.86182 -0.75207
S -1.28045 -1.64971 0.05548
S 2.62155 -0.13219 -0.30282
```

Values from the calculation:
Energy in Ha: -1022.56506
Gap between HOMO and LUMO in eV: 9.1
Relative energy (zero: lowest compared OMol25 entry of this formula, charge and spin) in kcal per mole: 31.7

Charges per atom according to Löwdin partitioning, unit e: -0.903 -0.213 -0.258 -0.120 0.048 0.121 0.123 -0.434 0.155 0.798 0.683

***

[5]
Computed, not measured: 2 unconnected molecules or ions with the total composition C4H12 at a distorted geometry, with wB97M-V/def2-TZVPD.

```
16
C4H12 | the Open Molecules 2025 dataset | wB97M-V/def2-TZVPD
C -1.68667 -1.06768 -2.22814
C -1.50447 -0.59590 -0.79239
H -0.82991 -0.74321 -2.83316
H -1.74615 -2.15037 -2.31745
H -2.51761 -0.61510 -2.78005
H -1.83686 0.43205 -0.60244
H -0.46214 -0.66438 -0.50402
H -2.09924 -1.20447 -0.10416
C 1.42756 1.33651 0.96259
C 1.78121 0.30811 2.04845
H 0.40500 1.10749 0.65646
H 1.35627 2.36598 1.31971
H 2.07175 1.16445 0.10550
H 2.63531 0.63465 2.63525
H 2.00287 -0.65496 1.62709
H 1.00306 0.34682 2.80675
```

Values from the calculation:
Energy in Ha: -159.57451
Gap between HOMO and LUMO in eV: 12.6
Relative energy (zero: lowest compared OMol25 entry of this formula, charge and spin) in kcal per mole: 6.6

Charges per atom according to Löwdin partitioning, unit e: -0.174 -0.176 0.061 0.060 0.061 0.065 0.043 0.063 -0.164 -0.168 0.031 0.066 0.062 0.054 0.056 0.060